{"formula": "C3H5N3O", "method": "wB97M-V/def2-TZVPD", "gap_ev": 9.504, "smiles": "[H]/N=N/C(=C)NC=O", "relative_energy_ev": 2.6121, "homo_ev": -9.718, "symbols": ["C", "C", "N", "N", "C", "O", "N", "H", "H", "H", "H", "H"], "xyz": [[-1.30, -1.19, 0.78], [-0.26, -0.41, 0.47], [0.09, 0.61, 1.41], [0.93, 1.42, 0.98], [0.51, 0.53, -1.63], [1.21, 0.55, -2.61], [0.45, -0.52, -0.74], [-0.19, 1.33, -1.35], [-1.78, -1.07, 1.74], [-1.67, -1.92, 0.08], [1.07, 2.11, 1.73], [1.01, -1.34, -0.94]], "lowdin_charge": [0.1093, -0.4052, -0.0098, 0.0853, -0.3725, 0.0311, 0.0664, 0.1277, 0.0675, 0.0735, 0.0722, 0.1545]}

{"formula": "C3H5N3O", "method": "wB97M-V/def2-TZVPD", "gap_ev": 7.586, "relative_energy_ev": 5.7069, "homo_ev": -6.772, "symbols": ["N", "C", "C", "N", "C", "O", "N", "H", "H", "H", "H", "H"], "xyz": [[-0.51, -1.77, 0.22], [0.50, 0.44, 0.62], [-0.02, 0.36, -0.64], [0.18, 0.94, -1.79], [-0.44, -0.63, 1.06], [1.55, 0.99, 1.15], [-0.98, -0.55, -0.39], [1.50, 0.93, 2.11], [-1.33, -2.34, 0.43], [-0.24, 0.56, -2.63], [1.01, 1.51, -1.95], [-1.20, -0.44, 1.81]], "lowdin_charge": [0.0568, -0.2989, -0.4207, 0.1610, -0.1552, 0.0725, 0.0093, 0.1205, 0.1044, 0.1077, 0.1126, 0.1301]}

{"formula": "C3H5N3O", "method": "wB97M-V/def2-TZVPD", "gap_ev": 8.414, "smiles": "Nc1nc(O)c[nH]1", "relative_energy_ev": 0.6136, "homo_ev": -7.671, "symbols": ["N", "C", "N", "C", "O", "C", "N", "H", "H", "H", "H", "H"], "xyz": [[1.06, -1.73, 0.93], [0.41, -0.63, 0.37], [0.69, 0.64, 0.61], [-0.23, 1.34, -0.13], [-0.24, 2.69, -0.21], [-1.08, 0.53, -0.80], [-0.65, -0.76, -0.48], [2.07, -1.65, 0.89], [0.75, -2.61, 0.55], [0.15, 3.06, 0.59], [-1.91, 0.73, -1.46], [-1.03, -1.61, -0.86]], "lowdin_charge": [0.1182, -0.4605, 0.1572, -0.4281, 0.0518, -0.0510, 0.0819, 0.0908, 0.0811, 0.1048, 0.1078, 0.1459]}

{"formula": "C3H5N3O", "method": "wB97M-V/def2-TZVPD", "gap_ev": 8.261, "smiles": "Nc1c[nH]c(O)n1", "relative_energy_ev": 2.0766, "homo_ev": -7.391, "symbols": ["N", "C", "C", "N", "C", "O", "N", "H", "H", "H", "H", "H"], "xyz": [[2.07, 0.61, 0.22], [0.79, 0.34, -0.10], [0.50, -1.03, 0.04], [-0.90, -1.00, 0.16], [-1.28, 0.26, -0.04], [-2.57, 0.57, 0.01], [-0.30, 1.14, -0.23], [2.28, -0.36, 0.56], [2.61, 1.39, -0.10], [0.91, -1.69, -0.72], [-1.50, -1.77, 0.39], [-2.62, 1.52, -0.19]], "lowdin_charge": [0.1132, -0.4551, -0.1266, 0.0948, -0.4855, 0.1117, 0.1735, 0.1005, 0.0999, 0.1033, 0.1500, 0.1205]}